ORCA calculation (ωB97M-V/def2-TZVPD) on an isolated ion of composition C5H13NO3PS and charge +1.

Results
Lowest unoccupied orbital energy   -3.29 eV
HOMO-LUMO gap   9.976 eV
HOMO energy   -13.266 eV
M   198.2 g/mol
Structure (SMILES)   O=P(O)(O)[C@@H]1CCC[C@H](S)[NH2+]1
Strongest force on any atom   0.0144 Eh/bohr

```
! RIJCOSX wB97M-V def2-TZVPD def2/J DEFGRID3
* xyz 1 1
O 1.138 -1.760 1.531
P 1.708 -0.690 0.715
O 3.134 -1.002 0.099
O 1.831 0.690 1.487
C 0.604 -0.570 -0.744
C 0.267 0.762 -1.404
C -0.418 1.742 -0.440
C -1.252 1.001 0.616
C -1.772 -0.354 0.171
S -2.627 -1.119 1.590
N -0.678 -1.254 -0.380
H 3.741 -0.258 0.045
H 2.349 1.379 1.061
H 1.095 -1.199 -1.486
H -0.440 0.535 -2.207
H 1.139 1.176 -1.900
H 0.341 2.328 0.067
H -1.026 2.430 -1.018
H -2.134 1.596 0.843
H -0.705 0.886 1.547
H -2.507 -0.226 -0.618
H -2.270 -2.395 1.398
H -1.044 -1.673 -1.236
H -0.475 -2.027 0.263
*
```



ORCA calculation (ωB97M-V/def2-TZVPD) on a 2-piece molecular cluster, C13H27BClF3NO3 overall.

Results
Lowest unoccupied orbital energy   2.52 eV
HOMO-LUMO gap   6.734 eV
HOMO energy   -4.211 eV
M   348.6 g/mol
Strongest force on any atom   0.0059 Eh/bohr

```
! RIJCOSX wB97M-V def2-TZVPD def2/J DEFGRID3
* xyz -1 1
C 2.572 -1.503 2.288
C 2.859 -1.731 0.809
C 1.837 -1.038 -0.085
O 0.572 -1.518 0.205
B -0.572 -0.916 -0.579
C -0.912 0.567 0.054
C -2.096 1.307 -0.600
C -2.988 1.989 0.425
Cl -3.912 3.395 -0.243
C -1.820 -2.001 -0.491
C -2.808 -1.760 0.616
O -3.627 -2.942 0.869
C -4.932 -2.674 1.219
C -5.133 -2.219 2.679
F -4.000 -2.177 3.376
F -5.976 -3.045 3.346
F -5.687 -0.991 2.752
H 1.625 -1.969 2.558
H 2.471 -0.432 2.491
H 3.361 -1.900 2.932
H 3.862 -1.354 0.562
H 2.859 -2.804 0.592
H 1.940 0.049 0.074
H 2.099 -1.211 -1.145
H -0.219 -0.763 -1.759
H -1.065 0.477 1.141
H -0.017 1.185 -0.074
H -1.742 2.063 -1.303
H -2.701 0.599 -1.177
H -2.402 2.381 1.253
H -3.737 1.312 0.831
H -2.356 -2.067 -1.445
H -1.368 -2.985 -0.321
H -3.497 -0.943 0.365
H -2.305 -1.499 1.551
H -5.381 -1.896 0.586
H -5.515 -3.590 1.105
C 3.214 3.549 -2.926
C 3.177 2.412 -1.926
O 2.141 1.903 -1.560
N 4.376 1.960 -1.442
C 5.704 2.429 -1.758
H 2.188 3.772 -3.202
H 3.674 4.440 -2.495
H 3.774 3.270 -3.820
H 4.277 1.195 -0.793
H 6.311 1.635 -2.201
H 6.220 2.793 -0.865
H 5.650 3.246 -2.470
*
```



ORCA calculation (ωB97M-V/def2-TZVPD) on C12H16BeN2O6P as an isolated structure.

Results
Lowest unoccupied orbital energy   2.29 eV
HOMO-LUMO gap   7.816 eV
HOMO energy   -5.525 eV
M   324.3 g/mol
Strongest force on any atom   0.0240 Eh/bohr

```
! RIJCOSX wB97M-V def2-TZVPD def2/J DEFGRID3
* xyz -1 1
Be -0.126 -0.526 0.435
O -2.262 2.749 5.799
C -1.135 2.276 5.684
O -0.111 2.404 6.361
C -0.913 1.352 4.414
C 0.156 0.460 4.383
C 0.435 -0.224 3.219
N -0.278 -0.049 2.110
C -1.330 0.776 2.134
C -1.687 1.485 3.263
C -2.004 0.864 0.787
O -2.963 1.582 0.593
O -1.422 0.129 -0.099
H 0.766 0.352 5.268
H 1.258 -0.924 3.145
H -2.536 2.149 3.251
N 1.336 0.507 -0.190
C 2.420 -0.432 0.051
C 1.825 -1.868 -0.024
O 2.558 -2.817 -0.188
O 0.562 -1.887 0.130
H 1.155 0.587 -1.187
H 1.545 1.431 0.170
H 2.791 -0.304 1.069
H 3.261 -0.335 -0.641
C -1.288 -1.782 -4.460
P -0.521 -1.029 -2.938
C -0.746 0.748 -3.431
C 1.243 -1.245 -3.498
H -0.917 -1.326 -5.379
H -2.369 -1.666 -4.410
H -1.055 -2.846 -4.479
H -0.222 0.992 -4.355
H -0.410 1.405 -2.632
H -1.811 0.925 -3.553
H 1.379 -0.899 -4.523
H 1.491 -2.302 -3.435
H 1.929 -0.712 -2.844
*
```



What is the formula in the third record?
C12H16BeN2O6P



Among the records above, which one has the lowest HOMO energy?
C5H13NO3PS



Look up the strongest force on any atom of the third one.
0.0240 Eh/bohr



Which of these has the lowest lowest unoccupied orbital energy?
C5H13NO3PS